The following is a quantum chemistry calculation of C34H44BeCl5FKNaO9 as an isolated structure at a distorted geometry, from the OMol25 dataset.

Last column: Löwdin charge in e.
Geometry (Å):
C: 2.19 1.39 3.26  -0.08
C: 1.55 1.43 1.74  -0.24
C: 1.90 0.35 0.67  -0.09
C: 1.29 0.51 -0.65  -0.01
C: 0.31 1.65 -0.96  -0.04
C: -0.26 1.71 -2.41  -0.33
C: 0.94 2.26 -3.34  -0.06
C: -0.69 0.33 -3.02  -0.07
C: -0.08 2.71 0.07  -0.20
O: -0.96 3.73 -0.22  -0.05
C: -2.36 3.34 -0.06  -0.10
C: -2.61 1.99 0.70  -0.11
C: -2.79 0.77 -0.14  0.06
C: -3.09 -0.55 0.46  -0.05
C: -3.17 -0.58 1.95  -0.05
C: -2.98 0.63 2.80  0.00
C: -2.69 1.97 2.16  -0.07
C: -2.55 3.23 3.08  -0.28
C: -1.72 2.80 4.37  -0.09
F: -1.82 4.29 2.51  -0.03
C: -3.52 -1.95 2.62  -0.29
O: -3.32 -2.18 3.79  0.03
C: -4.22 -3.05 1.77  -0.05
C: -4.96 -4.17 2.38  0.00
C: -5.67 -5.19 1.61  -0.05
C: -5.62 -5.10 0.14  -0.26
C: -4.85 -4.01 -0.50  -0.09
C: -4.14 -2.97 0.29  -0.04
C: -3.33 -1.82 -0.39  -0.28
O: -2.93 -1.88 -1.54  0.05
C: 0.56 2.60 1.39  0.05
H: 1.55 0.62 3.83  0.01
H: 2.04 2.40 3.75  0.09
H: 3.27 1.10 3.26  0.08
H: 2.59 -0.46 0.99  0.10
H: 1.54 -0.23 -1.43  0.10
H: -1.06 2.50 -2.49  0.13
H: 1.59 1.36 -3.56  0.08
H: 1.59 2.94 -2.71  0.08
H: 0.57 2.77 -4.26  0.09
H: -0.09 -0.53 -2.67  0.04
H: -0.49 0.41 -4.14  0.09
H: -1.77 0.08 -2.91  0.06
H: -2.85 3.31 -1.07  0.13
H: -2.85 4.17 0.51  0.13
H: -2.75 0.86 -1.24  0.10
H: -3.09 0.43 3.99  -0.19
H: -3.56 3.52 3.45  0.16
H: -2.32 2.19 5.08  -0.04
H: -0.82 2.24 3.97  0.05
H: -1.30 3.75 4.81  0.09
H: -5.00 -4.21 3.50  0.12
H: -6.24 -6.02 2.09  0.11
H: -6.17 -5.83 -0.50  0.07
H: -4.82 -3.96 -1.61  0.11
H: 0.38 3.34 2.21  0.11
Na: 0.50 0.08 5.23  0.66
C: 5.99 2.83 0.29  -0.17
C: 5.39 2.66 -1.10  -0.32
O: 5.04 1.30 -1.31  -0.07
H: 6.88 2.21 0.40  0.10
H: 6.26 3.88 0.47  0.10
H: 5.28 2.51 1.06  -0.07
H: 6.11 2.95 -1.86  0.12
H: 4.49 3.27 -1.22  0.10
H: 4.39 1.05 -0.63  0.05
O: 0.56 -2.96 -2.39  -0.21
H: -0.12 -2.42 -1.95  -0.02
H: 0.18 -3.16 -3.26  0.02
C: 0.54 -2.39 1.14  -0.08
C: 0.63 -3.85 1.54  -0.32
O: 0.31 -4.01 2.92  -0.08
H: 1.23 -1.79 1.74  0.05
H: 0.78 -2.26 0.08  0.05
H: -0.47 -1.99 1.32  0.08
H: 1.64 -4.23 1.38  0.12
H: -0.07 -4.46 0.95  0.04
H: -0.58 -3.67 3.05  0.08
Cl: -2.75 0.12 5.52  0.05
C: -3.67 -8.10 -1.67  -1.98
Cl: -4.07 -6.53 -0.91  0.64
Cl: -3.57 -7.90 -3.43  0.51
Cl: -2.11 -8.68 -1.05  0.49
Cl: -4.93 -9.28 -1.28  0.52
K: 3.72 3.18 1.13  0.91
O: 1.99 6.87 0.41  -0.63
H: 1.15 6.55 0.08  -0.23
Be: -0.51 -4.88 -1.71  0.41
O: 7.61 3.30 -4.12  0.02
C: 7.09 3.29 -5.29  -0.28
C: 5.78 2.24 -5.29  -0.30
O: 5.27 2.21 -6.44  0.05
H: 7.73 2.96 -6.12  0.13
H: 6.70 4.25 -5.67  0.14
H: 5.13 2.59 -4.46  0.13
H: 6.16 1.29 -4.89  0.14

The energy comes out at -140852.2883 eV. The total charge is 0.

---

The following is a quantum chemistry calculation of one molecule with the formula C34H45ClIO6P at a distorted geometry, from the OMol25 dataset.

Last column: Löwdin charge in e.
Geometry (Å):
C: 1.42 -2.69 2.64  -0.13
C: 2.71 -2.57 3.56  -0.24
C: 3.80 -1.65 2.84  -0.22
C: 4.16 -0.34 3.66  -0.20
C: 5.64 0.21 3.36  -0.19
C: 5.62 1.57 2.55  -0.20
C: 6.22 1.48 1.09  -0.22
C: 5.90 0.14 0.32  -0.22
C: 5.67 0.36 -1.24  -0.21
C: 4.86 -0.90 -1.76  -0.21
C: 3.95 -0.58 -3.04  -0.20
C: 2.75 -1.60 -3.00  -0.22
C: 1.58 -1.28 -4.03  -0.20
C: 0.20 -1.73 -3.38  -0.20
C: -0.94 -0.65 -3.44  -0.15
C: -0.89 0.40 -2.29  -0.10
C: 0.38 0.91 -1.80  -0.07
C: 0.51 1.92 -0.73  -0.58
I: 2.53 2.50 -0.16  0.97
C: -0.71 2.47 -0.10  -0.30
P: -0.53 3.79 1.24  0.89
O: 0.46 3.03 2.40  -0.36
O: 0.50 5.02 0.65  -0.35
C: -2.02 1.97 -0.59  -0.05
C: -2.11 0.95 -1.66  0.00
C: -3.55 0.53 -2.10  -0.26
O: -3.78 0.23 -3.25  0.10
C: -4.65 0.58 -1.00  0.00
C: -5.77 -0.35 -0.95  -0.13
C: -5.97 -1.52 -1.96  -0.07
C: -5.93 -2.91 -1.18  -0.39
C: -5.00 -2.88 0.10  -0.06
O: -7.24 -3.32 -0.74  -0.08
C: -6.79 -0.20 0.11  0.00
C: -6.74 0.83 1.14  0.02
C: -5.58 1.75 1.12  -0.14
C: -5.51 2.82 2.25  -0.09
C: -6.14 4.15 1.64  -0.77
O: -6.99 4.08 0.82  0.04
Cl: -5.60 5.79 2.14  0.62
C: -4.59 1.61 0.07  -0.01
C: -3.35 2.55 0.01  -0.28
O: -3.45 3.70 0.38  0.06
H: 0.65 -1.94 3.00  0.07
H: 0.97 -3.72 2.65  0.07
H: 1.62 -2.45 1.56  0.06
H: 2.44 -2.13 4.56  0.10
H: 3.12 -3.60 3.76  0.10
H: 4.72 -2.23 2.59  0.11
H: 3.38 -1.30 1.85  0.08
H: 4.08 -0.59 4.76  0.10
H: 3.40 0.45 3.44  0.10
H: 6.10 0.39 4.38  0.10
H: 6.26 -0.60 2.90  0.10
H: 4.56 1.95 2.48  0.08
H: 6.21 2.31 3.16  0.11
H: 5.79 2.33 0.50  0.08
H: 7.34 1.61 1.09  0.11
H: 6.79 -0.56 0.45  0.12
H: 5.03 -0.36 0.81  0.07
H: 6.70 0.34 -1.70  0.12
H: 5.13 1.32 -1.44  0.05
H: 5.50 -1.80 -1.93  0.12
H: 4.14 -1.17 -0.94  0.09
H: 3.66 0.49 -2.96  0.09
H: 4.63 -0.75 -3.94  0.12
H: 2.31 -1.52 -1.96  0.09
H: 3.16 -2.62 -3.22  0.12
H: 1.79 -1.77 -5.02  0.11
H: 1.63 -0.17 -4.23  0.10
H: 0.28 -2.12 -2.34  0.11
H: -0.16 -2.60 -4.01  0.11
H: -0.87 -0.07 -4.41  0.14
H: -1.92 -1.20 -3.49  0.11
H: 1.35 0.57 -2.24  0.07
H: 0.11 2.13 2.52  0.05
H: 0.14 5.33 -0.20  0.06
H: -7.01 -1.46 -2.40  0.14
H: -5.18 -1.60 -2.75  0.11
H: -5.52 -3.74 -1.83  0.14
H: -4.77 -3.94 0.44  0.08
H: -5.55 -2.42 0.97  0.08
H: -4.06 -2.28 -0.03  0.08
H: -7.18 -4.21 -0.36  0.10
H: -7.66 -0.90 0.14  0.12
H: -7.52 0.90 1.92  0.12
H: -6.19 2.52 3.10  0.13
H: -4.48 2.98 2.65  0.12

The energy comes out at -78181.6413 eV. The total charge is 0.

---

The following is a quantum chemistry calculation of C34H45F3N5OSSi2Zr as an isolated structure at a distorted geometry, from the OMol25 dataset.

Last column: Löwdin charge in e.
Geometry (Å):
Zr: -0.59 -0.32 0.08  1.59
O: -1.23 1.72 3.40  0.06
C: -1.55 0.91 2.54  -0.51
N: -1.70 1.16 1.20  -0.13
C: -1.89 2.55 0.84  -0.17
C: -1.88 2.65 -0.65  -0.27
C: -2.34 3.79 -1.31  0.00
C: -2.40 3.79 -2.69  -0.03
C: -1.99 2.66 -3.38  -0.04
C: -1.50 1.59 -2.66  -0.12
N: -1.45 1.57 -1.32  0.02
C: -1.93 -0.51 2.88  -0.21
C: -2.21 -0.86 4.19  0.03
C: -2.73 -2.13 4.42  -0.02
C: -2.91 -2.99 3.35  -0.03
C: -2.54 -2.56 2.08  -0.10
N: -2.07 -1.35 1.85  0.02
H: -1.15 3.22 1.29  0.11
H: -2.87 2.89 1.20  0.14
H: -2.67 4.64 -0.73  0.13
H: -2.77 4.66 -3.22  0.12
H: -2.02 2.61 -4.46  0.12
H: -1.14 0.71 -3.16  0.08
H: -2.05 -0.14 4.98  0.13
H: -2.98 -2.44 5.42  0.12
H: -3.32 -3.98 3.48  0.11
H: -2.61 -3.23 1.23  0.10
F: -2.54 -5.36 -1.02  0.14
C: -2.93 -4.67 -2.11  -0.61
F: -4.00 -5.31 -2.61  0.15
F: -1.95 -4.77 -3.01  0.14
C: -3.25 -3.24 -1.77  -0.11
C: -4.53 -2.75 -1.90  0.03
C: -4.82 -1.43 -1.55  -0.03
C: -3.80 -0.65 -1.08  -0.11
N: -2.55 -1.11 -0.97  -0.10
C: -2.25 -2.39 -1.27  -0.68
S: -0.60 -2.79 -0.93  0.72
H: -5.31 -3.39 -2.28  0.13
H: -5.82 -1.03 -1.64  0.11
H: -3.94 0.38 -0.78  0.12
C: 2.65 -2.00 -2.80  -0.18
Si: 1.34 -0.68 -2.96  0.39
C: 1.93 0.48 -4.33  -0.20
C: -0.16 -1.48 -3.80  -0.22
C: 1.20 0.16 -1.25  -0.53
Si: 1.93 1.88 -1.21  0.41
C: 3.80 1.72 -0.98  -0.16
C: 1.69 3.12 -2.60  -0.17
C: 1.27 2.91 0.25  -0.17
H: 2.82 -2.48 -3.77  0.04
H: 2.36 -2.78 -2.09  0.02
H: 3.60 -1.57 -2.47  0.03
H: 2.04 -0.13 -5.22  0.04
H: 2.89 0.95 -4.13  0.02
H: 1.20 1.27 -4.56  0.02
H: -0.16 -1.18 -4.85  0.04
H: -1.15 -1.26 -3.40  -0.01
H: -0.07 -2.57 -3.76  0.02
H: 1.93 -0.45 -0.68  -0.02
H: 4.27 1.54 -1.95  0.04
H: 4.10 0.89 -0.35  0.01
H: 4.25 2.64 -0.59  0.03
H: 2.26 2.92 -3.50  0.02
H: 2.05 4.07 -2.18  0.05
H: 0.65 3.27 -2.87  0.02
H: 0.66 2.36 0.97  0.00
H: 0.63 3.69 -0.16  0.04
H: 2.06 3.43 0.80  0.03
C: 3.94 0.22 2.20  0.01
N: 2.93 1.30 2.18  -0.17
C: 3.56 2.61 2.49  -0.01
C: 1.76 1.05 3.12  -0.09
C: 1.35 -0.39 3.09  -0.29
C: 1.57 -1.09 4.29  -0.05
C: 1.31 -2.44 4.40  -0.07
C: 0.90 -3.11 3.26  -0.07
C: 0.71 -2.40 2.08  -0.18
C: 0.84 -1.01 1.93  -0.18
H: 4.74 0.50 1.52  0.09
H: 3.47 -0.71 1.89  0.10
H: 4.32 0.13 3.22  0.12
H: 2.54 1.35 1.23  0.08
H: 4.12 2.50 3.42  0.11
H: 2.78 3.36 2.62  0.10
H: 4.23 2.89 1.68  0.10
H: 0.98 1.75 2.84  0.10
H: 2.12 1.33 4.11  0.14
H: 1.94 -0.55 5.15  0.11
H: 1.45 -2.96 5.34  0.11
H: 0.74 -4.18 3.27  0.11
H: 0.38 -3.01 1.24  0.00

For the energy above the lowest of the compared OMol25 structures with the same formula, charge and spin, the calculation gives 0.494 eV. The total charge is +1.

---

no.,molar mass (g/mol)
1,864.1
2,743.1
3,776.2